(1)
An isolated molecule of C20H30O4, computed with ωB97M-V with the def2-TZVPD basis set.

DFT total energy   -1081.00416 a.u.
Total charge   0
Structure (SMILES)   C=C1CC[C@H]2[C@@H](/C=C(/C)C(=O)[C@@]3(O)C[C@H](C)[C@H](O)[C@@H]3[C@H]1O)C2(C)C
Max |F|   0.97 eV/A

Last column: Löwdin charge in e.
Geometry (Å):
C: -0.24 -2.70 1.45  0.079
C: -0.15 -2.29 0.20  -0.249
C: -1.29 -2.41 -0.78  -0.142
C: -1.99 -1.07 -1.03  -0.124
C: -2.82 -0.64 0.17  -0.163
C: -2.91 0.80 0.63  -0.178
C: -2.22 1.90 -0.06  0.006
C: -0.90 2.09 -0.08  -0.188
C: -0.27 3.25 -0.78  -0.031
C: -0.02 1.13 0.64  -0.281
O: -0.31 0.66 1.71  0.131
C: 1.32 0.77 -0.01  -0.381
O: 1.24 0.85 -1.41  -0.002
C: 2.42 1.72 0.54  -0.040
C: 3.65 0.84 0.84  -0.286
C: 4.95 1.43 0.31  -0.055
C: 3.32 -0.53 0.24  -0.292
O: 3.65 -0.56 -1.14  -0.014
C: 1.80 -0.63 0.44  -0.121
C: 1.16 -1.77 -0.38  -0.281
O: 2.07 -2.86 -0.54  -0.014
C: -4.12 0.12 0.03  -0.452
C: -4.59 0.54 -1.34  -0.039
C: -5.25 -0.26 0.96  -0.035
H: -1.14 -3.13 1.85  0.069
H: 0.58 -2.62 2.15  0.072
H: -0.89 -2.78 -1.72  0.123
H: -2.02 -3.13 -0.40  0.119
H: -1.24 -0.31 -1.26  0.110
H: -2.63 -1.18 -1.90  0.116
H: -2.79 -1.37 0.97  0.134
H: -2.91 0.92 1.71  0.146
H: -2.85 2.59 -0.61  0.121
H: 0.33 3.83 -0.09  0.085
H: 0.36 2.91 -1.59  0.076
H: -1.05 3.90 -1.19  0.081
H: 2.12 0.58 -1.73  0.105
H: 2.08 2.24 1.44  0.131
H: 2.65 2.47 -0.22  0.128
H: 3.74 0.71 1.92  0.147
H: 4.91 1.52 -0.77  0.079
H: 5.79 0.79 0.57  0.081
H: 5.12 2.42 0.74  0.080
H: 3.86 -1.33 0.76  0.156
H: 3.43 -1.45 -1.45  0.100
H: 1.58 -0.74 1.50  0.149
H: 0.98 -1.41 -1.40  0.148
H: 2.10 -3.35 0.29  0.103
H: -3.76 0.84 -1.97  0.077
H: -5.28 1.38 -1.25  0.086
H: -5.12 -0.28 -1.82  0.087
H: -4.88 -0.56 1.94  0.081
H: -5.82 -1.09 0.54  0.082
H: -5.93 0.58 1.09  0.081

***

(2)
C20H31AuBNO2 as an isolated structure, computed with ωB97M-V with the def2-TZVPD basis set.

DFT total energy   -1146.10346 a.u.
Multiplicity   3
Total charge   0
Max |F|   4.21 eV/A

Last column: Mulliken spin population.
Geometry (Å):
O: -1.57 1.77 -3.70  0.000
C: -0.33 1.86 -2.93  -0.012
C: -0.87 2.88 -1.93  0.000
H: 0.52 2.26 -3.53  0.000
H: -0.04 0.91 -2.44  0.015
C: -2.21 2.68 -2.76  -0.009
H: -0.46 3.91 -2.08  0.000
H: -0.89 2.58 -0.87  0.009
C: -2.71 3.98 -3.37  0.000
H: -2.06 4.32 -4.20  0.000
H: -2.74 4.76 -2.58  0.000
H: -3.73 3.86 -3.77  0.000
C: -3.29 2.05 -1.94  0.002
H: -2.95 1.23 -1.31  0.007
H: -4.12 1.67 -2.55  0.000
H: -3.77 2.77 -1.27  0.000
Au: 0.87 -1.64 0.06  -0.022
C: 1.80 1.26 3.49  0.382
C: 2.80 0.26 3.38  0.051
C: 3.04 0.01 2.01  0.226
H: 3.27 -0.23 4.23  -0.001
C: 2.15 0.88 1.28  0.305
C: 1.34 1.59 2.18  -0.060
H: 0.58 2.33 1.90  0.005
H: 1.43 1.71 4.40  0.025
H: 3.75 -0.72 1.60  0.011
H: 2.10 0.96 0.18  0.025
C: -0.88 -1.64 3.34  -0.051
C: -1.64 -0.36 3.07  0.369
C: -1.86 -0.21 1.72  -0.081
H: -2.02 0.25 3.90  0.006
C: -1.21 -1.29 1.00  0.293
C: -0.52 -2.11 1.93  0.408
H: -0.39 -3.20 1.89  0.007
H: -1.52 -2.41 3.83  0.067
H: -2.41 0.60 1.24  -0.033
H: -1.54 -1.60 0.01  -0.019
O: 1.37 -2.41 -1.75  0.014
C: 0.72 -1.69 -2.83  0.003
C: 1.08 -2.33 -4.16  0.005
H: 1.10 -0.65 -2.76  -0.014
H: -0.36 -1.69 -2.64  0.006
C: 1.92 -3.57 -3.84  0.000
H: 1.61 -1.62 -4.80  0.000
H: 0.16 -2.62 -4.68  0.000
C: 1.97 -3.69 -2.32  0.005
H: 2.92 -3.52 -4.27  0.000
H: 1.43 -4.45 -4.27  0.000
H: 3.01 -3.74 -1.94  0.003
H: 1.39 -4.56 -1.98  -0.003
B: 0.71 0.03 6.56  -0.009
C: 0.48 -0.77 5.31  0.025
N: 0.28 -1.40 4.32  0.037
H: 1.89 0.39 6.58  0.000
H: 0.44 -0.69 7.51  -0.001
H: -0.05 1.02 6.51  0.003

***

(3)
A 2-piece molecular cluster, C20H31BrN9O5S overall, computed with ωB97M-V with the def2-TZVPD basis set.

DFT total energy   -4621.61585 a.u.
Total charge   -1
Max |F|   6.22 eV/A

Last column: Löwdin charge in e.
Geometry (Å):
C: 3.83 0.31 2.33  -0.174
N: 2.72 1.07 1.69  -0.117
C: 1.37 0.57 2.08  -0.196
C: 0.71 -0.07 0.74  -0.285
N: -0.77 -0.29 0.90  0.097
C: -1.02 -1.64 0.33  -0.298
N: -1.49 -2.58 1.16  0.218
N: -0.67 -1.82 -1.09  -0.027
C: -1.40 -2.94 -1.73  -0.191
C: -3.00 -2.87 -1.61  -0.187
C: -3.61 -1.39 -1.75  -0.253
C: -3.57 -0.82 -3.27  -0.473
S: -4.25 0.90 -3.32  0.908
C: -2.85 2.04 -3.01  -0.538
N: -2.78 3.34 -2.44  0.038
N: -1.43 3.64 -2.53  0.000
C: -0.72 2.57 -3.12  -0.099
O: -1.60 1.51 -3.43  -0.087
C: 0.83 -2.07 -1.07  -0.300
C: 1.42 -1.52 -2.46  -0.063
C: 2.96 -1.89 -2.73  -0.601
N: 3.25 -2.26 -4.17  0.039
N: 3.80 -0.67 -2.46  0.047
N: 3.50 -2.99 -1.89  0.064
C: 1.53 -1.33 0.18  -0.523
Br: 2.07 -2.63 1.63  0.679
H: 3.52 -0.32 3.23  0.071
H: 4.73 0.96 2.61  0.086
H: 4.23 -0.42 1.53  0.051
H: 2.82 2.06 1.96  0.107
H: 0.70 1.49 2.31  0.106
H: 1.36 -0.15 2.96  0.104
H: 0.83 0.76 -0.06  0.162
H: -1.23 0.34 0.21  0.125
H: -2.14 -2.28 1.89  0.150
H: -1.18 -3.57 1.16  0.135
H: -1.01 -3.98 -1.41  0.128
H: -1.16 -2.87 -2.86  0.124
H: -3.37 -3.31 -0.63  0.103
H: -3.44 -3.49 -2.47  0.119
H: -3.19 -0.63 -1.00  0.103
H: -4.73 -1.48 -1.50  0.117
H: -4.16 -1.56 -3.92  0.099
H: -2.48 -0.89 -3.61  0.076
H: 0.38 2.45 -3.37  0.133
H: 1.05 -3.19 -0.95  0.111
H: 1.27 -0.38 -2.43  0.123
H: 0.82 -1.88 -3.37  0.112
H: 4.13 -1.77 -4.41  0.064
H: 3.43 -3.28 -4.18  0.065
H: 3.64 0.05 -3.18  0.081
H: 4.81 -0.90 -2.55  0.081
H: 3.62 -2.73 -0.90  0.046
H: 2.93 -3.84 -1.99  0.081
H: 2.53 -0.92 -0.21  0.086
C: -0.57 3.88 5.88  -0.005
C: -0.25 3.22 4.73  -0.448
C: -1.20 3.52 3.57  -0.367
O: -1.04 3.08 2.42  -0.045
C: -2.37 4.37 3.83  -0.006
C: -2.70 5.02 4.98  -0.440
C: -1.69 4.81 6.12  -0.366
O: -1.76 5.36 7.21  0.000
O: -3.70 5.75 5.20  -0.049
O: 0.70 2.42 4.53  -0.086
H: 0.05 3.73 6.76  0.093
H: -3.02 4.47 2.96  0.092

***

(4)
C20H31Cl2N4O3Sr as an isolated structure, computed with ωB97M-V with the def2-TZVPD basis set.

DFT total energy   -2176.53822 a.u.
Total charge   -1
Max |F|   4.83 eV/A

Last column: Löwdin charge in e.
Geometry (Å):
O: -2.11 1.44 -1.98  0.015
C: -1.26 2.07 -2.61  -0.193
C: -0.45 1.64 -3.75  -0.203
C: 0.47 0.64 -3.45  -0.050
H: 0.65 0.36 -2.40  0.083
C: 1.25 0.08 -4.46  -0.071
H: 1.93 -0.74 -4.21  0.107
C: 1.14 0.52 -5.78  -0.087
H: 1.64 0.00 -6.59  0.099
C: 0.33 1.62 -6.02  -0.106
H: 0.33 2.03 -7.02  0.091
C: -0.39 2.24 -5.01  -0.042
H: -0.79 3.24 -5.10  0.109
H: -0.83 3.01 -2.13  0.145
C: -0.18 2.58 1.02  -0.212
C: 1.20 2.03 1.01  -0.555
H: -0.21 3.50 0.41  0.064
H: -0.63 2.92 1.96  0.049
H: -0.84 1.90 0.45  0.031
C: 2.12 2.04 0.05  -0.401
C: 3.33 2.93 0.33  -0.163
H: 2.00 1.57 -0.96  0.026
H: 3.88 3.24 -0.58  0.050
H: 3.99 2.35 0.98  0.015
H: 3.01 3.82 0.93  0.071
Sr: 1.11 -0.18 1.49  0.970
Cl: 2.52 -1.22 -0.80  -0.204
Cl: 2.98 0.87 3.09  -0.311
H: -1.97 -2.98 -3.46  0.086
H: -0.12 -4.01 -2.18  0.079
C: -1.36 -2.10 -3.25  -0.039
C: -0.13 -3.26 -1.40  -0.073
N: -0.91 -2.14 -1.86  -0.166
H: -1.96 -1.21 -3.38  0.082
C: -1.32 -1.24 -0.96  -0.298
O: -0.96 -1.21 0.24  -0.139
H: -0.55 -3.68 -0.47  0.094
H: -2.03 -0.50 -1.38  0.115
H: -0.50 -2.05 -3.92  0.080
H: 0.89 -2.96 -1.17  -0.016
H: -3.33 0.58 5.49  0.087
H: -5.03 -0.16 3.48  0.088
C: -2.88 1.21 4.73  -0.038
C: -4.44 0.58 2.91  -0.051
N: -3.09 0.66 3.41  -0.191
H: -1.81 1.26 4.92  0.090
C: -2.05 0.20 2.72  -0.305
O: -0.87 0.30 3.09  -0.098
H: -4.40 0.28 1.85  0.091
H: -2.31 -0.28 1.76  0.120
H: -3.31 2.21 4.79  0.088
H: -4.92 1.57 3.00  0.090
N: 3.47 -3.39 3.40  0.048
C: 2.60 -3.54 4.47  -0.106
C: 1.46 -2.82 4.13  -0.134
N: 1.63 -2.35 2.83  -0.071
C: 2.86 -2.65 2.44  -0.234
H: 4.40 -3.79 3.33  0.147
H: 2.79 -4.11 5.36  0.088
H: 0.57 -2.62 4.71  0.098
H: 3.34 -2.30 1.53  0.057

***

(5)
An isolated ion of composition C20H31ClN3O4S and charge +1, computed with ωB97M-V with the def2-TZVPD basis set.

DFT total energy   -2103.72905 a.u.
Total charge   +1
Structure (SMILES)   CCOC(=O)CCCN(Cc1ccccc1)C1=[N+](CCCCS(=O)(=O)Cl)CCN1
Max |F|   7.40 eV/A

Last column: Löwdin charge in e.
Geometry (Å):
C: -3.25 -3.90 1.78  -0.070
C: -1.77 -3.24 1.61  -0.233
O: -1.37 -2.71 2.90  -0.081
C: -1.01 -1.33 2.82  -0.365
O: -1.91 -0.51 2.54  0.069
C: 0.52 -0.97 3.15  -0.075
C: 0.96 0.51 2.73  -0.133
C: 2.30 0.54 1.79  -0.068
N: 1.95 1.39 0.58  -0.003
C: 2.26 2.85 0.49  -0.095
C: 1.14 3.81 1.08  -0.157
C: 1.49 4.60 2.39  -0.026
C: 0.51 5.61 3.05  -0.053
C: -0.89 5.90 2.43  -0.038
C: -1.25 5.09 1.13  -0.037
C: -0.26 4.08 0.47  -0.025
C: 1.34 0.76 -0.42  -0.179
N: 0.98 -0.69 -0.54  -0.076
C: 1.91 -1.30 -1.55  -0.158
C: 1.25 -1.65 -2.97  -0.171
C: 0.50 -3.09 -3.00  -0.210
C: -0.32 -3.31 -4.37  -0.252
S: -2.02 -2.59 -4.36  0.449
O: -2.34 -2.23 -5.81  -0.396
O: -2.17 -1.33 -3.55  -0.400
Cl: -3.49 -3.98 -3.76  0.349
C: -0.47 -0.58 -0.89  -0.128
C: -0.63 0.87 -1.61  -0.107
N: 0.83 1.29 -1.71  0.085
H: -3.16 -4.69 2.62  0.091
H: -3.92 -3.06 2.21  0.090
H: -3.66 -4.34 0.81  0.080
H: -1.78 -2.47 0.76  0.099
H: -1.06 -4.09 1.26  0.128
H: 0.65 -1.19 4.28  0.145
H: 1.16 -1.75 2.61  0.122
H: 0.07 1.03 2.23  0.113
H: 1.16 1.08 3.71  0.127
H: 2.55 -0.54 1.49  0.127
H: 3.14 1.03 2.39  0.143
H: 3.22 3.03 1.10  0.138
H: 2.53 3.18 -0.58  0.150
H: 2.51 4.44 2.90  0.099
H: 0.78 6.18 4.01  0.099
H: -1.64 6.66 2.87  0.105
H: -2.27 5.30 0.66  0.094
H: -0.55 3.55 -0.50  0.068
H: 2.76 -0.54 -1.75  0.134
H: 2.43 -2.24 -1.14  0.133
H: 2.13 -1.77 -3.71  0.133
H: 0.58 -0.84 -3.41  0.108
H: -0.10 -3.31 -2.06  0.111
H: 1.35 -3.88 -3.02  0.130
H: -0.44 -4.45 -4.50  0.119
H: 0.25 -2.95 -5.31  0.136
H: -0.97 -0.49 0.15  0.106
H: -1.02 -1.48 -1.33  0.107
H: -1.22 0.84 -2.59  0.130
H: -1.13 1.52 -0.81  0.112
H: 0.89 2.32 -1.77  0.106

***

(6)
C20H31HgO5S as an isolated structure, computed with ωB97M-V with the def2-TZVPD basis set.

DFT total energy   -1708.32759 a.u.
Total charge   -1
Max |F|   3.04 eV/A

Last column: Löwdin charge in e.
Geometry (Å):
O: -1.04 0.51 -0.31  -0.099
C: 0.20 0.35 -1.12  -0.132
C: -0.11 1.52 -2.03  -0.078
H: 0.19 -0.63 -1.61  0.107
H: 1.16 0.55 -0.58  0.056
C: -1.42 1.57 -1.22  -0.578
H: -0.22 1.28 -3.08  0.062
H: 0.54 2.39 -1.87  0.111
C: -2.60 1.13 -2.05  -0.011
H: -2.37 0.15 -2.49  0.088
H: -2.82 1.86 -2.85  0.088
H: -3.46 0.96 -1.40  0.082
C: -1.57 2.83 -0.43  -0.023
H: -0.60 3.24 -0.14  0.072
H: -2.07 2.65 0.51  0.036
H: -2.10 3.62 -0.97  0.088
Hg: 2.82 -1.06 1.33  0.804
C: 0.74 1.96 3.66  -0.142
C: 1.91 1.19 3.69  -0.140
C: 2.54 1.26 2.36  -0.328
H: 2.30 0.64 4.54  0.086
C: 1.62 2.06 1.56  -0.178
C: 0.56 2.50 2.35  -0.123
H: -0.29 3.12 2.06  0.080
H: 0.04 2.16 4.48  0.081
H: 3.64 1.36 2.26  0.060
H: 1.74 2.29 0.50  0.072
C: -1.79 0.36 3.98  -0.097
C: -2.45 1.49 3.41  -0.121
C: -2.85 1.14 2.09  -0.128
H: -2.57 2.48 3.87  0.094
C: -2.42 -0.19 1.83  -0.060
C: -1.81 -0.69 3.01  -0.085
H: -1.38 -1.68 3.14  0.076
H: -1.37 0.30 4.97  0.097
H: -3.32 1.82 1.38  0.080
H: -2.56 -0.74 0.91  0.097
O: 0.54 -0.95 -3.79  -0.160
C: 0.03 -0.17 -4.90  -0.203
C: 0.41 -0.79 -6.25  -0.159
H: 0.45 0.86 -4.87  0.110
H: -1.06 -0.03 -4.79  0.116
C: 1.37 -1.93 -5.88  -0.155
H: 0.88 -0.03 -6.89  0.104
H: -0.48 -1.16 -6.77  0.103
C: 1.31 -2.03 -4.34  -0.181
H: 2.38 -1.67 -6.21  0.102
H: 1.10 -2.87 -6.34  0.102
H: 2.30 -2.00 -3.87  0.119
H: 0.85 -2.99 -4.03  0.118
C: 1.32 -3.94 4.97  -0.183
S: 1.95 -3.55 3.35  0.311
O: 3.32 -2.98 3.48  -0.487
O: 1.92 -4.85 2.68  -0.394
O: 1.01 -2.53 2.83  -0.511
H: 2.13 -4.41 5.52  0.051
H: 0.51 -4.67 4.86  0.054
H: 0.94 -3.05 5.48  0.053

***

(7)
C20H31N2S4Sm as an isolated structure, computed with ωB97M-V with the def2-TZVPD basis set.

DFT total energy   -3140.30103 a.u.
Multiplicity   6
Total charge   +2
Max |F|   0.69 eV/A

Last column: Mulliken spin population.
Geometry (Å):
Sm: -0.62 -0.32 0.24  5.083
C: -1.76 0.49 2.94  0.001
C: -0.30 0.17 3.38  0.001
S: 1.13 -0.11 2.22  -0.009
C: 1.57 -1.89 1.79  0.000
C: 1.04 -2.76 0.61  0.002
S: 0.94 -2.04 -1.12  -0.009
C: -0.73 -2.60 -1.75  0.001
C: -1.65 -1.58 -2.50  0.001
S: -1.84 0.22 -2.05  -0.015
C: -3.35 0.65 -1.01  0.002
C: -3.42 0.75 0.54  -0.001
S: -2.05 1.61 1.47  -0.013
H: -2.20 1.03 3.78  -0.001
H: -2.33 -0.41 2.78  -0.002
H: -0.34 -0.68 4.07  0.000
H: 0.11 1.01 3.93  0.001
H: 1.45 -2.47 2.70  0.000
H: 2.64 -1.73 1.65  0.001
H: 0.08 -3.22 0.84  -0.001
H: 1.78 -3.55 0.52  0.001
H: -1.25 -3.07 -0.92  -0.001
H: -0.50 -3.37 -2.48  0.000
H: -2.64 -2.02 -2.56  0.000
H: -1.28 -1.45 -3.52  0.000
H: -4.16 0.00 -1.34  0.000
H: -3.53 1.64 -1.43  0.000
H: -3.59 -0.22 1.01  -0.001
H: -4.30 1.36 0.73  0.000
C: -3.75 -4.18 2.16  0.001
C: -2.60 -3.80 2.84  -0.002
C: -1.79 -2.80 2.32  0.000
C: -2.05 -2.12 1.12  -0.039
C: -3.23 -2.55 0.47  0.005
C: -4.06 -3.55 0.97  -0.002
H: -4.39 -4.96 2.55  0.000
H: -2.34 -4.28 3.78  0.000
H: -0.90 -2.55 2.91  0.000
H: -3.53 -2.10 -0.47  -0.001
H: -4.95 -3.83 0.41  0.000
N: 0.90 1.40 -0.63  -0.009
C: 1.64 2.19 -1.04  0.006
N: 2.49 3.04 -1.52  0.000
C: 2.65 3.22 -2.98  0.000
C: 4.12 3.54 -3.31  0.000
C: 5.04 3.17 -2.15  0.000
C: 4.70 4.01 -0.92  0.000
C: 3.19 4.00 -0.63  0.000
H: 1.98 4.02 -3.30  0.000
H: 2.33 2.30 -3.46  0.000
H: 4.23 4.60 -3.54  0.000
H: 4.40 3.00 -4.21  0.000
H: 6.08 3.35 -2.43  0.000
H: 4.95 2.11 -1.93  0.000
H: 5.02 5.03 -1.08  0.000
H: 5.25 3.64 -0.05  0.000
H: 2.74 4.98 -0.79  0.000
H: 2.98 3.71 0.40  0.000

***

(8)
C20H31N3O2S as an isolated structure, computed with ωB97M-V with the def2-TZVPD basis set.

DFT total energy   -1493.66467 a.u.
Total charge   0
Max |F|   0.23 eV/A

Last column: Löwdin charge in e.
Geometry (Å):
C: -0.34 1.42 1.50  -0.092
C: -0.52 1.07 0.03  -0.202
C: 0.09 -0.27 -0.36  -0.305
C: 1.61 -0.34 -0.22  -0.108
N: 2.10 -1.70 -0.37  -0.082
C: 2.48 -2.17 -1.69  -0.043
C: 1.89 -2.54 0.69  -0.443
O: 1.46 -2.11 1.74  0.069
C: 2.19 -4.01 0.46  -0.065
C: 2.00 -4.87 1.71  -0.256
C: 1.60 -6.30 1.34  -0.158
C: 1.30 -7.12 2.59  -0.197
C: 2.47 -7.12 3.57  -0.193
C: 2.89 -5.69 3.91  -0.140
C: 3.20 -4.92 2.64  -0.409
C: 4.19 -3.80 2.73  -0.065
C: 4.59 -5.10 2.09  -0.076
N: -0.29 -0.64 -1.72  0.111
C: -1.14 -1.66 -2.00  -0.440
O: -1.50 -2.48 -1.18  0.077
C: -1.59 -1.74 -3.42  -0.196
C: -1.82 -0.69 -4.27  -0.354
S: -2.35 -1.28 -5.76  0.990
N: -2.27 -2.87 -5.33  -0.260
C: -1.88 -2.98 -4.08  -0.403
C: -1.75 -4.34 -3.47  -0.025
H: -0.90 2.31 1.76  0.072
H: -0.68 0.60 2.14  0.085
H: 0.71 1.60 1.75  0.069
H: -1.59 1.02 -0.20  0.115
H: -0.10 1.86 -0.60  0.113
H: -0.33 -1.04 0.28  0.140
H: 2.09 0.30 -0.97  0.129
H: 1.89 0.02 0.77  0.117
H: 3.30 -2.87 -1.63  0.084
H: 1.65 -2.64 -2.23  0.084
H: 2.82 -1.32 -2.28  0.089
H: 1.51 -4.35 -0.33  0.129
H: 3.20 -4.13 0.05  0.109
H: 1.18 -4.42 2.27  0.149
H: 0.73 -6.28 0.69  0.115
H: 2.42 -6.77 0.78  0.125
H: 0.42 -6.70 3.09  0.116
H: 1.04 -8.15 2.31  0.107
H: 2.21 -7.66 4.48  0.107
H: 3.32 -7.64 3.12  0.113
H: 2.09 -5.18 4.45  0.127
H: 3.77 -5.69 4.56  0.118
H: 4.06 -2.94 2.09  0.095
H: 4.59 -3.56 3.71  0.106
H: 5.26 -5.75 2.64  0.103
H: 4.74 -5.12 1.02  0.093
H: -0.05 -0.01 -2.47  0.137
H: -1.74 0.36 -4.06  0.078
H: -0.74 -4.49 -3.06  0.079
H: -2.43 -4.44 -2.63  0.084
H: -1.96 -5.09 -4.22  0.080